Below is C22H44AgBr6Cl3O4 as an isolated structure in a non-equilibrium geometry, with properties calculated with ωB97M-V/def2-TZVPD.

As for the spin multiplicity: 1. For the LUMO energy, the calculation gives -0.021 Eh.

Structure (XYZ):
```
80
Properties=species:S:1:pos:R:3:forces:R:3
Ag 0.66886 -2.59723 1.35985 -0.3 0.9 -1.1
C 0.76981 0.59441 1.48461 -0.1 0.8 -2.3
C -0.60545 0.31336 0.89259 -0.7 -0.8 -0.1
C -1.13318 1.44200 -0.05880 -1.1 -0.7 0.5
O -0.75992 -0.98498 0.36281 1.1 0.0 0.4
H 1.43091 0.71128 0.62590 0.6 -0.7 -0.1
H 1.03258 -0.25452 2.11577 0.3 0.5 0.4
H 0.81712 1.62883 1.82499 -0.2 -0.3 1.2
H -1.21318 0.35426 1.79652 -0.9 0.3 0.3
H -2.06233 1.13776 -0.54069 -0.1 -0.9 -0.1
H -0.56281 1.78240 -0.92304 0.7 0.1 0.5
H -1.58112 2.22617 0.55155 0.8 0.7 0.1
C -1.06637 -0.45797 6.10731 -0.3 1.2 -0.6
Cl -0.56844 -1.64638 7.24774 0.3 -0.1 0.8
Cl 0.28790 0.01460 5.00698 -0.8 -0.3 0.5
Cl -1.77189 1.08667 6.84387 0.6 -1.5 -0.5
H -1.85057 -0.96218 5.54259 0.1 0.7 -0.2
C 2.26202 2.81112 -1.97032 1.6 2.1 0.7
C 1.97334 3.84617 -0.75505 -1.7 0.3 -1.9
C 2.90137 3.51777 0.35638 0.1 -0.6 -0.8
O 3.72187 2.58531 -0.29308 2.4 -2.0 1.8
C 3.77752 2.69257 -1.70672 -0.5 -0.8 1.2
H 2.07778 3.24345 -2.95381 -0.5 0.0 0.1
H 1.84738 1.80807 -1.86998 -0.3 0.3 0.2
H 0.94355 3.76730 -0.40657 -0.1 0.3 -0.3
H 2.19847 4.85754 -1.09350 -0.4 0.0 -0.4
H 2.30955 3.08642 1.16372 0.6 -0.5 0.2
H 3.51144 4.32202 0.76760 -0.1 0.4 -0.1
H 4.23755 1.77132 -2.06415 -0.3 -0.2 0.0
H 4.53152 3.44700 -1.93128 -0.7 0.8 -0.7
C 0.58969 -5.34343 -2.25898 1.3 -0.7 2.1
C 0.96223 -4.09308 -2.99787 -1.2 2.0 -0.1
C 0.69436 -3.01610 -1.87729 0.9 -2.5 0.2
O 1.40259 -3.66117 -0.75098 0.3 -0.4 0.0
C 1.42188 -5.16313 -0.89500 -2.2 2.1 -1.1
H 0.84156 -6.30476 -2.70675 -0.1 0.2 -0.3
H -0.45179 -5.34981 -1.93747 -0.1 0.0 -0.4
H 0.26786 -3.81721 -3.79150 0.0 -0.4 -0.3
H 1.96630 -4.09775 -3.42204 0.1 0.1 0.3
H -0.37429 -3.04557 -1.66467 -0.1 0.2 0.0
H 0.97301 -1.96433 -1.94234 0.5 -0.3 -0.2
H 0.83727 -5.44548 -0.01943 0.3 -0.7 -0.1
H 2.42249 -5.59498 -0.91418 0.1 0.4 0.0
C 4.07540 -1.00293 2.61192 1.1 -0.4 1.0
C 4.35019 -0.31112 1.27968 0.3 -0.1 0.0
C 3.58379 -1.16346 0.24508 1.0 -0.5 1.1
O 3.24805 -2.32480 1.01137 -2.4 -1.8 -0.9
C 3.93589 -2.46290 2.21202 -0.8 1.8 0.9
H 3.22227 -0.58413 3.14564 -0.5 -0.3 -0.4
H 4.83693 -1.00618 3.39177 0.6 0.7 -0.3
H 5.36402 -0.51678 0.93626 0.4 0.8 0.7
H 4.10553 0.74742 1.36757 0.2 -0.1 -0.6
H 4.28336 -1.61788 -0.45649 -0.1 0.9 -0.7
H 2.72664 -0.68367 -0.22734 -0.1 -0.4 0.1
H 4.89638 -2.97520 2.15635 0.1 -0.1 -0.3
H 3.30058 -2.93865 2.95913 0.0 -0.6 -0.2
Br -1.19396 -1.40548 -4.62668 -0.7 -0.1 0.8
C -2.58109 -1.30479 -3.19660 -0.9 0.5 0.3
C -3.88389 -1.98727 -3.62458 0.8 -0.2 -0.6
Br -5.22369 -2.02282 -2.15692 0.9 0.1 -0.8
H -2.75563 -0.23804 -3.05627 0.1 -0.1 -0.1
H -2.25806 -1.68723 -2.22835 0.6 -0.2 -0.3
H -3.64869 -2.99557 -3.96535 -0.3 -0.2 0.6
H -4.27827 -1.51372 -4.52364 -0.4 0.3 0.4
Br -4.06809 7.42042 -1.41630 0.6 -1.6 -0.7
C -3.93176 5.51803 -2.14250 0.4 -0.8 0.5
C -3.08412 4.43459 -1.39421 -1.1 1.5 1.0
Br -3.67550 4.52419 0.49969 0.4 -0.4 -0.3
H -3.54645 5.47379 -3.16116 -0.3 0.8 -0.1
H -4.97124 5.19516 -2.08481 0.2 0.1 -0.2
H -2.00075 4.55100 -1.42324 -0.2 0.1 0.0
H -3.38885 3.43900 -1.71673 0.1 0.2 -0.2
Br -6.10703 -1.39532 1.69981 0.2 -0.9 -0.9
C -4.45108 -0.35089 1.44038 -1.6 0.1 1.2
C -4.40197 0.36559 2.81507 0.6 0.7 -1.4
Br -5.98595 1.51374 3.14379 0.7 -0.1 -0.1
H -4.66477 0.29820 0.59119 0.1 0.2 0.3
H -3.59858 -0.98103 1.18686 0.0 -0.1 0.4
H -3.55404 1.04502 2.72854 0.0 0.1 0.6
H -4.35397 -0.30406 3.67378 0.1 0.0 -0.3
```
Positions in Å, forces in eV/Å.


Below is C22H44AlBrCl41O as an isolated structure in a non-equilibrium geometry, with properties calculated with ωB97M-V/def2-TZVPD.

The charge is -1. As for the spin multiplicity: 1. For the LUMO energy, the calculation gives 0.057 Eh.

Structure (XYZ):
```
110
Properties=species:S:1:pos:R:3:forces:R:3
O 0.66583 1.53515 -4.64076 -0.7 -4.7 1.0
C 0.68363 0.27809 -4.57010 2.6 3.9 -2.1
Br -0.80522 -0.70546 -3.63830 0.7 0.4 -0.4
C 1.87303 -0.51519 -5.23609 -2.8 -0.3 -0.4
Al 3.48033 -0.86588 -4.01573 0.4 -0.5 -0.2
Cl 3.37226 -3.05036 -3.34781 -0.2 0.6 -0.2
H 2.19252 0.08930 -6.16268 -0.6 -1.1 1.9
H 1.44469 -1.52722 -5.58554 0.8 1.4 0.6
H 4.79125 -0.66870 -4.92442 -0.3 -0.1 -0.2
H 3.61317 0.11692 -2.77730 -0.3 0.1 0.3
C -1.53983 0.17935 0.03323 0.1 0.3 0.0
Cl -0.04723 -0.74361 0.23658 0.0 0.1 0.0
Cl -2.95241 -0.75562 0.54359 0.5 -0.2 -0.1
H -1.48154 1.08351 0.63726 0.0 -0.2 0.0
H -1.64930 0.44370 -1.01766 0.0 -0.2 0.1
C -5.73432 -2.68813 2.37935 0.1 0.2 0.1
Cl -6.15306 -4.37853 2.67966 -0.2 -0.1 -0.5
Cl -5.62121 -2.34478 0.65154 -0.2 -0.5 0.1
H -6.50188 -2.05141 2.81679 0.0 -0.1 -0.1
H -4.77105 -2.47703 2.84235 -0.1 -0.1 -0.1
C 4.01413 3.49130 -3.20625 -0.3 0.0 -0.2
Cl 5.27013 3.02406 -4.35920 -0.1 0.0 0.0
Cl 4.54115 3.22322 -1.53942 0.0 0.1 0.1
H 3.78819 4.54817 -3.33883 0.2 -0.1 0.1
H 3.12175 2.89539 -3.39550 0.2 -0.1 0.1
C -6.86215 1.79350 0.52404 0.1 0.2 0.0
Cl -5.39630 0.82865 0.73463 -0.4 0.7 -0.1
Cl -8.29619 0.90488 1.05964 -0.2 0.0 0.0
H -6.77314 2.70587 1.10956 -0.1 -0.2 0.0
H -6.97349 2.04128 -0.53053 0.0 -0.2 0.1
C -2.79367 -6.66793 2.83902 -0.3 0.1 0.2
Cl -2.75619 -4.95817 2.40175 0.1 0.0 0.0
Cl -1.40977 -7.53294 2.15674 0.0 -0.2 0.1
H -2.76577 -6.75615 3.92277 0.2 0.1 -0.2
H -3.71160 -7.11151 2.45603 0.2 0.1 -0.1
C 1.37097 -5.71191 3.75136 0.1 0.0 -0.4
Cl 0.34455 -4.96858 4.98463 -0.1 0.0 0.0
Cl 2.73060 -6.57278 4.48634 -0.6 0.4 -0.3
H 0.77558 -6.41686 3.17376 0.1 0.1 0.2
H 1.75752 -4.93272 3.09631 0.0 0.0 0.2
C 7.71665 -3.17807 -3.69331 0.0 0.1 0.4
Cl 6.64232 -1.86576 -3.20759 0.5 -0.1 0.1
Cl 7.45113 -3.62907 -5.38329 0.1 -0.1 -0.1
H 8.74889 -2.85371 -3.57226 -0.2 0.0 -0.1
H 7.52561 -4.04456 -3.06240 -0.1 0.1 -0.2
C -1.76117 4.20089 -4.31542 0.2 -0.2 -0.1
Cl -3.19049 3.16962 -4.43955 0.1 0.0 0.0
Cl -2.11688 5.67955 -3.40882 0.0 0.2 0.0
H -0.97291 3.65160 -3.80233 -0.2 0.0 0.0
H -1.42939 4.47228 -5.31751 -0.3 0.1 0.3
C 7.25922 -0.82804 -8.17988 0.2 0.0 0.0
Cl 5.86597 -1.90768 -8.30032 0.1 -0.1 -0.1
Cl 6.84167 0.66539 -7.33246 0.1 0.0 0.0
H 8.05209 -1.33532 -7.63245 -0.2 0.0 0.1
H 7.60245 -0.58085 -9.18303 -0.2 0.0 0.1
C -4.26531 4.71621 2.47981 0.2 -0.1 0.1
Cl -5.28284 6.08941 2.93242 0.0 0.0 0.1
Cl -4.56330 4.22089 0.80972 0.2 0.1 0.0
H -3.21970 5.00197 2.58203 -0.2 0.0 -0.1
H -4.48579 3.87975 3.14096 -0.1 0.1 -0.1
C 0.31475 6.19923 -0.53284 0.0 0.3 -0.1
Cl 1.76537 5.20991 -0.32405 0.1 0.1 -0.1
Cl -1.12930 5.33402 0.00491 -0.1 0.1 0.0
H 0.42025 7.11130 0.05208 0.0 -0.2 0.0
H 0.20509 6.44745 -1.58740 0.0 -0.2 0.1
C 1.49415 -0.21190 3.56276 0.0 -0.1 -0.3
Cl 1.38007 -1.51329 4.75423 0.0 0.0 -0.1
Cl 1.71686 1.35808 4.34693 -0.1 0.1 -0.1
H 2.34321 -0.40423 2.90940 -0.1 0.0 0.2
H 0.57688 -0.18724 2.97736 0.1 0.0 0.2
C -2.86531 -7.58966 -1.10257 0.2 0.2 0.1
Cl -2.00388 -7.71929 -2.63995 0.0 0.1 0.1
Cl -4.33881 -8.56871 -1.11032 -0.1 0.0 0.1
H -2.21450 -7.93739 -0.30193 -0.2 0.0 -0.3
H -3.13362 -6.54790 -0.93383 0.0 -0.2 -0.1
C 4.63574 -8.36527 7.53070 0.1 0.2 0.1
Cl 4.23358 -10.05821 7.84403 0.0 0.0 0.1
Cl 4.72505 -8.03794 5.79687 0.7 -0.4 0.4
H 3.86663 -7.73219 7.97013 0.0 -0.1 -0.2
H 5.60045 -8.14186 7.98261 -0.1 -0.1 -0.1
C -6.57045 1.40869 -4.75379 -0.2 0.1 -0.1
Cl -5.36089 0.92991 -5.95002 -0.1 0.0 0.0
Cl -6.01674 1.06582 -3.10964 -0.1 0.0 0.1
H -6.75705 2.47721 -4.84837 0.2 -0.1 0.1
H -7.48944 0.85555 -4.93948 0.2 0.0 0.1
C 4.29895 7.97706 -1.16848 0.2 -0.2 0.1
Cl 3.29147 9.35668 -0.71109 0.0 0.0 0.1
Cl 3.99531 7.48853 -2.83880 0.0 0.0 0.0
H 5.34642 8.25483 -1.06628 -0.2 0.1 -0.1
H 4.07242 7.14039 -0.50969 -0.1 0.1 -0.2
C 3.66688 3.81551 6.15566 0.1 -0.1 -0.3
Cl 4.47268 3.90067 7.72750 0.1 0.0 0.0
Cl 1.99757 4.38772 6.26025 0.0 0.0 -0.1
H 4.20976 4.43738 5.44618 -0.1 0.0 0.2
H 3.66532 2.78174 5.81470 -0.1 0.1 0.2
C -6.28931 -5.93285 6.24525 -0.2 0.1 0.1
Cl -6.23756 -4.22354 5.80211 -0.1 0.0 0.7
Cl -4.90915 -6.81264 5.57856 0.0 -0.1 0.1
H -6.27030 -6.01721 7.33024 0.1 0.0 -0.2
H -7.20737 -6.37055 5.85709 0.2 0.1 -0.1
C -0.79862 6.13147 8.73967 0.2 -0.1 0.1
Cl -1.86751 7.46450 9.19386 0.0 0.0 0.1
Cl -1.10874 5.59684 7.08434 0.0 0.0 0.0
H 0.23472 6.46555 8.81492 -0.2 0.0 -0.1
H -0.96696 5.29679 9.41763 -0.1 0.1 -0.1
C 0.72421 2.65109 -8.37243 0.1 0.0 -0.2
Cl -0.28288 3.33544 -7.09147 -0.1 0.0 -0.3
Cl 2.07544 1.74803 -7.68327 0.0 0.4 -0.5
H 0.12071 1.97976 -8.98081 0.0 0.0 0.2
H 1.11424 3.45934 -8.98863 0.0 -0.1 0.2
```
Positions in Å, forces in eV/Å.